Formula: C2NO3S
Source: OMol25
Level of theory: the ωB97M-V functional and the def2-TZVPD basis

Geometry as XYZ:
```
7
Properties=species:S:1:pos:R:3:forces:R:3:mulliken_charge:R:1
S 0.342 1.147 1.016 0.84 -1.07 -2.74 -0.037
O 0.445 -0.846 -2.478 -0.04 0.60 1.32 -0.563
O 1.885 -0.895 -0.696 0.50 -0.52 -0.06 -0.587
C -1.162 0.973 1.661 -4.71 -0.61 3.17 0.379
C 0.950 -0.639 -1.399 0.30 0.00 -0.02 0.750
O 0.032 0.528 -0.522 -0.57 1.14 0.68 -0.453
N -2.194 0.869 2.267 3.68 0.45 -2.34 -0.489
```
Forces are in eV/Å.

energy above the lowest of the compared OMol25 structures with the same formula, charge and spin	11.7	kcal/mol
E_HOMO	-4.8	eV
total energy	-20542.6633	eV
frontier orbital gap	8.4	eV
structure (SMILES)	N#CSOC(=O)[O-]
charge	-1